# C48H89N7O10S5

12 unconnected molecules or ions with the total composition C48H89N7O10S5 (ωB97M-V/def2-TZVPD, the OMol25 dataset).

ΔE to the lowest compared entry with this formula, charge and spin (kJ/mol): 0.0
SMILES: O=S1(=O)CCCC1.O=S1(=O)CCCC1.O=S1(=O)CCCC1.O=S1(=O)CCCC1.O=S1(=O)CCCC1.CCCC#N.CCCC#N.CCCC#N.CCCC#N.CCCC#N.CCCC#N.CCCC#N
Energy (hartree): -5008.82486
HOMO-LUMO gap (eV): 10.2
LUMO level (eV): 0.2
E_HOMO (eV): -10.030

Last column: Löwdin charge in e.
Positions of all 159 atoms, in Å:
C (-3.74, -0.57, -4.11)  -0.2158
C (-5.09, -0.54, -3.45)  -0.2076
C (-5.45, 0.94, -3.20)  -0.2023
S (-3.91, 1.72, -2.71)  0.6425
O (-3.83, 1.69, -1.27)  -0.3323
O (-3.70, 2.98, -3.34)  -0.3200
C (-2.84, 0.52, -3.50)  -0.1995
H (-3.89, -0.44, -5.22)  0.1428
H (-3.28, -1.50, -3.86)  0.0573
H (-5.02, -1.05, -2.53)  0.0758
H (-5.82, -1.05, -4.07)  0.1226
H (-6.14, 1.14, -2.42)  0.0853
H (-5.81, 1.42, -4.13)  0.1168
H (-2.17, 0.13, -2.71)  0.0852
H (-2.28, 1.14, -4.25)  0.1230
C (-2.70, -2.01, 0.38)  -0.1909
C (-4.11, -2.62, 0.50)  -0.2557
C (-4.17, -4.03, 0.08)  -0.2286
S (-2.95, -4.09, -1.28)  0.6647
O (-3.62, -3.50, -2.43)  -0.3226
O (-2.33, -5.37, -1.47)  -0.3135
C (-1.86, -2.88, -0.55)  -0.2218
H (-2.18, -1.83, 1.38)  0.1043
H (-2.79, -1.02, -0.08)  0.1021
H (-4.79, -1.99, -0.13)  0.1186
H (-4.53, -2.48, 1.53)  0.1265
H (-5.09, -4.44, -0.35)  0.1188
H (-3.76, -4.60, 0.94)  0.1202
H (-1.41, -2.40, -1.39)  0.0798
H (-1.16, -3.54, -0.05)  0.0994
C (5.05, -0.96, 3.74)  -0.2154
C (3.59, -1.16, 3.31)  -0.1878
C (3.74, -2.04, 2.08)  -0.2477
S (5.13, -1.39, 1.18)  0.6447
O (4.70, -0.29, 0.35)  -0.3225
O (5.91, -2.43, 0.60)  -0.2982
C (5.93, -0.59, 2.53)  -0.2309
H (5.48, -1.89, 4.14)  0.1197
H (5.34, -0.26, 4.54)  0.1175
H (3.25, -0.23, 2.93)  0.0876
H (2.87, -1.44, 4.07)  0.1124
H (2.92, -1.89, 1.41)  0.0442
H (3.89, -3.13, 2.24)  0.1090
H (6.06, 0.44, 2.29)  0.0969
H (6.95, -1.06, 2.65)  0.1267
C (4.71, -0.82, -4.00)  -0.1761
C (3.85, 0.30, -3.23)  -0.1971
C (2.58, 0.43, -3.99)  -0.2563
S (3.04, 0.53, -5.72)  0.7064
O (3.24, 1.89, -6.16)  -0.3214
O (2.14, -0.38, -6.40)  -0.3510
C (4.67, -0.41, -5.46)  -0.1829
H (4.19, -1.79, -3.84)  0.0924
H (5.66, -0.83, -3.54)  0.0935
H (4.42, 1.21, -3.23)  0.1126
H (3.67, -0.06, -2.20)  0.0968
H (1.90, 1.27, -3.82)  0.1034
H (2.03, -0.47, -3.81)  0.0787
H (5.49, 0.16, -5.86)  0.0893
H (4.52, -1.28, -6.12)  0.0830
C (0.59, 1.26, 2.11)  -0.1649
C (1.62, 2.10, 1.28)  -0.1567
C (1.96, 1.38, -0.07)  -0.1946
S (0.71, 0.16, -0.25)  0.6856
O (1.43, -1.07, 0.12)  -0.3439
O (0.07, 0.13, -1.58)  -0.3501
C (-0.40, 0.62, 1.05)  -0.2367
H (-0.08, 1.91, 2.72)  0.0852
H (1.08, 0.46, 2.70)  0.0807
H (2.59, 2.25, 1.84)  0.1253
H (1.33, 3.12, 1.15)  0.0618
H (2.86, 0.86, -0.04)  0.0327
H (1.87, 1.95, -0.99)  0.0943
H (-0.90, -0.29, 1.31)  0.0413
H (-1.07, 1.34, 0.63)  0.0755
C (0.25, -6.55, 3.34)  -0.1196
C (-0.37, -5.18, 3.33)  -0.2194
C (0.79, -4.12, 3.56)  -0.1773
C (0.32, -2.73, 3.47)  -0.2232
N (-0.21, -1.74, 3.32)  0.1856
H (-0.35, -7.31, 2.91)  0.0670
H (0.51, -6.94, 4.28)  0.0624
H (1.16, -6.59, 2.78)  0.0552
H (-1.09, -5.07, 4.17)  0.1174
H (-0.86, -4.95, 2.37)  0.1050
H (1.49, -4.13, 2.70)  0.0606
H (1.28, -4.28, 4.53)  0.1250
C (-0.61, -2.29, -5.16)  -0.0666
C (-0.27, -3.51, -6.07)  -0.2202
C (1.05, -3.40, -6.82)  -0.1709
C (2.23, -3.63, -5.99)  -0.1976
N (3.11, -3.71, -5.29)  0.1830
H (0.11, -2.17, -4.41)  0.0406
H (-1.53, -2.50, -4.68)  0.0443
H (-0.66, -1.41, -5.73)  0.0630
H (-1.08, -3.64, -6.82)  0.1172
H (-0.37, -4.42, -5.42)  0.1050
H (1.14, -2.44, -7.23)  0.0829
H (0.92, -4.15, -7.58)  0.1139
C (1.80, 7.10, 3.55)  -0.1339
C (0.69, 6.56, 2.65)  -0.3006
C (1.04, 6.80, 1.18)  -0.1907
C (2.23, 6.03, 0.89)  -0.2774
N (3.19, 5.52, 0.59)  0.1679
H (1.53, 7.07, 4.61)  0.0445
H (2.14, 8.16, 3.39)  0.0885
H (2.69, 6.44, 3.44)  0.0764
H (-0.25, 7.17, 2.82)  0.1168
H (0.42, 5.56, 3.01)  0.0721
H (1.22, 7.88, 1.02)  0.1316
H (0.22, 6.56, 0.48)  0.0890
C (0.30, 4.75, -1.95)  -0.1005
C (-1.08, 4.12, -1.99)  -0.2708
C (-2.15, 4.72, -1.08)  -0.1612
C (-1.80, 4.37, 0.30)  -0.2030
N (-1.47, 4.17, 1.38)  0.1905
H (1.00, 4.22, -2.59)  0.0726
H (0.65, 4.86, -0.95)  0.0194
H (0.30, 5.85, -2.34)  0.1115
H (-0.91, 3.02, -1.82)  0.1152
H (-1.45, 4.16, -2.99)  0.0861
H (-3.14, 4.54, -1.47)  0.0902
H (-2.08, 5.85, -1.17)  0.1414
C (0.35, 2.30, 6.17)  -0.0875
C (-1.07, 2.32, 5.59)  -0.2482
C (-1.83, 3.56, 6.11)  -0.1773
C (-1.29, 4.82, 5.63)  -0.2072
N (-0.78, 5.81, 5.35)  0.1804
H (0.24, 1.93, 7.20)  0.0756
H (0.74, 3.35, 6.24)  0.0788
H (1.14, 1.76, 5.65)  0.0648
H (-1.61, 1.40, 5.76)  0.1057
H (-1.01, 2.40, 4.55)  0.0455
H (-1.89, 3.49, 7.15)  0.1028
H (-2.89, 3.67, 5.77)  0.1117
C (1.25, -5.02, -2.76)  -0.0779
C (1.64, -3.60, -2.28)  -0.2324
C (2.77, -3.59, -1.26)  -0.1993
C (2.58, -4.29, -0.08)  -0.2268
N (2.46, -4.79, 0.95)  0.1909
H (2.13, -5.61, -2.95)  0.0706
H (0.61, -4.88, -3.63)  0.0440
H (0.70, -5.58, -1.96)  0.0838
H (0.77, -3.14, -1.86)  0.0710
H (2.05, -3.01, -3.16)  0.0860
H (3.09, -2.56, -0.92)  0.1172
H (3.68, -4.00, -1.72)  0.1442
C (-3.38, 1.16, 3.03)  -0.1091
C (-4.67, 1.75, 2.61)  -0.2343
C (-5.84, 1.30, 3.56)  -0.1665
C (-5.59, 1.71, 4.98)  -0.2121
N (-5.18, 2.05, 6.02)  0.1356
H (-2.53, 1.37, 2.35)  0.0584
H (-3.36, 0.09, 3.18)  0.0798
H (-3.13, 1.53, 4.03)  0.0467
H (-4.95, 1.54, 1.57)  0.0993
H (-4.71, 2.88, 2.73)  0.1341
H (-5.89, 0.23, 3.72)  0.1078
H (-6.79, 1.69, 3.26)  0.0971

# C48H93Br20ClN5O

11 unconnected molecules or ions with the total composition C48H93Br20ClN5O (ωB97M-V/def2-TZVPD, the OMol25 dataset).

Energy (hartree): -54173.75431
HOMO-LUMO gap (eV): 8.4
LUMO level (eV): -1.9
E_HOMO (eV): -10.351
Net charge: +1

Last column: Löwdin charge in e.
Positions of all 168 atoms, in Å:
N (3.94, -6.50, -1.72)  -0.0559
C (3.54, -5.07, -1.56)  -0.3817
C (2.50, -4.69, -2.74)  -0.2035
C (2.81, -3.17, -3.16)  -0.1763
C (1.75, -2.23, -2.39)  -0.1890
C (2.36, -0.90, -1.75)  -0.1641
C (2.92, -1.11, -0.23)  -0.2077
C (1.88, -1.86, 0.73)  -0.0980
N (1.65, -1.21, 2.07)  0.0993
C (1.32, 0.25, 2.03)  -0.3799
N (1.59, 0.77, 3.43)  0.0635
C (-0.22, 0.59, 1.74)  -0.0943
C (-0.75, 0.15, 0.29)  -0.1927
C (-1.73, 1.21, -0.42)  -0.1948
C (-3.17, 1.05, 0.28)  -0.1926
C (-4.42, 1.64, -0.53)  -0.1951
C (-4.42, 1.36, -2.12)  -0.2525
C (-4.73, -0.16, -2.52)  -0.1915
C (-3.50, -0.92, -3.22)  -0.2034
C (-3.44, -2.51, -2.90)  -0.1983
C (-3.35, -2.74, -1.30)  -0.1929
C (-1.99, -3.54, -0.88)  -0.1632
C (-2.32, -4.48, 0.38)  -0.1439
N (-1.48, -4.20, 1.59)  -0.1422
C (-0.11, -4.65, 1.84)  -0.0723
C (0.39, -4.18, 3.25)  -0.0967
C (-0.82, -3.37, 3.88)  -0.0884
C (-1.91, -3.45, 2.77)  -0.0736
C (2.31, 1.13, 1.06)  -0.2124
N (2.97, 2.20, 1.90)  0.0385
C (3.51, 0.28, 0.40)  -0.2146
C (4.45, 1.09, -0.60)  -0.1025
C (3.70, 2.14, -1.55)  -0.6393
O (3.06, 3.14, -1.20)  -0.0353
Cl (3.83, 1.87, -3.39)  0.5862
H (3.11, -7.11, -1.71)  0.0219
H (4.51, -6.79, -0.90)  0.0133
H (4.51, -4.44, -1.69)  -0.0645
H (3.11, -4.81, -0.53)  0.0985
H (1.41, -4.89, -2.44)  0.1082
H (2.70, -5.39, -3.64)  0.0263
H (2.61, -3.08, -4.29)  0.1200
H (3.86, -2.80, -2.89)  0.1065
H (0.98, -1.88, -3.19)  0.1236
H (1.16, -2.90, -1.67)  0.0761
H (3.31, -0.65, -2.37)  0.0815
H (1.69, 0.03, -1.85)  0.1129
H (3.84, -1.80, -0.35)  0.1255
H (0.85, -2.08, 0.26)  0.1067
H (2.34, -2.90, 0.96)  0.1332
H (0.88, -1.72, 2.55)  0.1361
H (2.51, -1.40, 2.64)  0.1798
H (0.85, 0.29, 4.00)  0.0893
H (2.51, 0.44, 3.78)  0.0843
H (-0.89, 0.21, 2.59)  0.1285
H (-0.30, 1.75, 1.79)  0.1434
H (-1.36, -0.83, 0.45)  0.0927
H (0.07, -0.11, -0.46)  0.0868
H (-1.73, 0.95, -1.55)  0.0840
H (-1.26, 2.25, -0.28)  0.0798
H (-3.11, 1.64, 1.27)  0.1199
H (-3.31, -0.05, 0.59)  0.0939
H (-4.60, 2.76, -0.29)  0.1001
H (-5.36, 1.10, -0.11)  0.1140
H (-5.28, 2.00, -2.55)  0.0187
H (-3.46, 1.77, -2.64)  0.0149
H (-5.59, -0.16, -3.29)  0.0979
H (-5.15, -0.69, -1.59)  0.1082
H (-2.46, -0.50, -2.93)  0.0968
H (-3.55, -0.82, -4.38)  0.1175
H (-2.57, -2.97, -3.49)  0.1019
H (-4.41, -3.01, -3.30)  0.1159
H (-3.32, -1.72, -0.76)  0.0839
H (-4.30, -3.32, -1.00)  0.1146
H (-1.76, -4.24, -1.77)  0.1110
H (-1.09, -2.86, -0.74)  0.0825
H (-2.12, -5.57, 0.08)  0.1386
H (-3.42, -4.35, 0.70)  0.1298
H (0.58, -5.26, 1.16)  0.0971
H (1.41, -4.40, 3.74)  0.0872
H (-0.89, -2.88, 4.91)  0.0871
H (-2.93, -2.94, 2.95)  0.1178
H (1.63, 1.60, 0.26)  0.1470
H (3.14, 3.05, 1.34)  0.0813
H (3.82, 1.83, 2.33)  -0.0263
H (4.18, -0.06, 1.29)  0.0784
H (5.26, 1.68, -0.02)  0.1245
H (5.00, 0.34, -1.26)  0.1155
Br (5.00, -6.27, -6.40)  0.6016
C (3.79, -7.70, -6.94)  -0.6940
C (2.40, -7.17, -7.21)  -0.6826
Br (1.45, -6.80, -5.55)  0.6453
H (3.81, -8.46, -6.15)  0.0521
H (4.23, -8.12, -7.85)  0.0588
H (1.80, -7.92, -7.73)  0.0588
H (2.40, -6.25, -7.79)  0.0532
Br (0.27, 5.13, -0.33)  0.6154
C (-1.22, 6.01, -1.23)  -0.7127
C (-2.36, 5.05, -1.46)  -0.6671
Br (-1.98, 3.87, -2.97)  0.6908
H (-0.83, 6.45, -2.14)  0.0518
H (-1.53, 6.81, -0.55)  -0.0490
H (-3.27, 5.59, -1.75)  0.0458
H (-2.57, 4.41, -0.60)  0.0431
Br (5.81, 3.13, 6.32)  0.5995
C (6.78, 3.62, 4.70)  -0.6724
C (6.01, 3.21, 3.46)  -0.6494
Br (6.16, 1.30, 3.13)  0.6166
H (7.76, 3.16, 4.76)  0.0568
H (6.88, 4.70, 4.75)  0.0641
H (6.43, 3.69, 2.58)  0.0668
H (4.95, 3.44, 3.52)  0.0481
Br (6.03, -2.40, 1.97)  0.6108
C (7.57, -3.46, 1.41)  -0.6600
C (7.67, -3.53, -0.09)  -0.6433
Br (6.37, -4.77, -0.84)  0.8344
H (7.47, -4.44, 1.88)  0.0576
H (8.44, -2.95, 1.83)  0.0654
H (8.65, -3.92, -0.40)  0.0635
H (7.51, -2.56, -0.58)  0.0551
Br (-7.80, 2.51, -2.50)  0.6551
C (-8.09, 2.83, -4.40)  -0.6666
C (-9.18, 1.95, -4.95)  -0.6927
Br (-8.54, 0.12, -5.22)  0.6004
H (-7.13, 2.69, -4.90)  0.0571
H (-8.38, 3.88, -4.47)  0.0602
H (-9.49, 2.29, -5.94)  0.0593
H (-10.05, 1.89, -4.30)  0.0522
Br (-0.87, 9.74, -0.97)  0.6418
C (-2.13, 10.48, 0.32)  -0.6775
C (-2.26, 9.58, 1.53)  -0.6605
Br (-3.37, 8.03, 1.13)  0.6675
H (-3.07, 10.64, -0.21)  0.0510
H (-1.71, 11.45, 0.61)  0.0608
H (-2.78, 10.10, 2.34)  0.0611
H (-1.31, 9.21, 1.90)  0.0568
Br (0.47, -10.94, -1.01)  0.6108
C (2.36, -10.48, -0.98)  -0.6955
C (2.81, -10.09, 0.41)  -0.6767
Br (2.22, -8.28, 0.86)  0.6099
H (2.51, -9.69, -1.71)  0.0428
H (2.88, -11.38, -1.30)  0.0615
H (3.90, -10.06, 0.47)  0.0604
H (2.42, -10.75, 1.19)  0.0540
Br (-6.63, 5.70, -0.46)  0.5725
C (-7.02, 7.60, -0.29)  -0.7188
C (-7.20, 8.25, -1.65)  -0.6796
Br (-5.48, 8.53, -2.52)  0.5939
H (-6.21, 8.05, 0.29)  -0.0081
H (-7.95, 7.66, 0.28)  0.0292
H (-7.64, 9.24, -1.55)  0.0604
H (-7.81, 7.65, -2.33)  0.0519
Br (-9.90, 9.48, 2.64)  0.6023
C (-9.97, 7.76, 3.56)  -0.6929
C (-8.76, 7.56, 4.43)  -0.6863
Br (-7.20, 7.06, 3.36)  0.6222
H (-10.10, 6.99, 2.80)  0.0527
H (-10.88, 7.81, 4.18)  0.0591
H (-8.91, 6.72, 5.11)  0.0587
H (-8.48, 8.44, 5.00)  0.0529
Br (8.71, 1.64, 8.73)  0.5974
C (7.90, -0.14, 8.72)  -0.6903
C (8.38, -0.95, 7.53)  -0.6843
Br (7.49, -0.38, 5.89)  0.5643
H (6.82, 0.00, 8.74)  0.0526
H (8.23, -0.60, 9.65)  0.0589
H (8.11, -2.00, 7.66)  0.0570
H (9.45, -0.87, 7.36)  0.0531